{"formula": "C6H15NO2", "method": "ωB97M-V/def2-TZVPD", "spin_multiplicity": 1, "charge": 0, "e_above_lowest_kj_mol": 667.6, "e_tot_ha": -442.62693, "homo_lumo_gap_ev": [6.6, 6.6], "elements": ["C", "C", "C", "C", "C", "C", "N", "O", "O", "H", "H", "H", "H", "H", "H", "H", "H", "H", "H", "H", "H", "H", "H", "H"], "coordinates": [[0.2794, 0.1252, -0.6292], [-0.2700, -0.7960, 0.2378], [-1.8887, -0.2778, -1.1825], [0.3092, 1.5806, -0.2810], [0.9789, -0.3238, -1.8735], [-0.8226, -0.4629, 1.5759], [2.1625, -0.1193, 1.9701], [1.9800, -0.7560, 0.7285], [-2.7440, 0.6207, -0.5827], [-3.1099, 0.2353, 0.2216], [-0.1657, -1.8399, -0.0220], [2.5660, -0.8025, 2.6141], [2.8744, 0.6050, 1.8560], [-2.2189, -1.3159, -1.1834], [-1.6123, 0.0803, -2.1673], [-0.7041, 1.9882, -0.2252], [0.8736, 2.1502, -1.0181], [0.7749, 1.7032, 0.6983], [0.7390, 0.3226, -2.7215], [2.0497, -0.2613, -1.6755], [0.7429, -1.3574, -2.1277], [-1.4371, -1.2721, 1.9731], [-1.3951, 0.4661, 1.5726], [0.0378, -0.2924, 2.2417]], "forces_ev_per_angstrom": [[-0.3, 0.2, -0.4], [-0.4, 0.0, -0.1], [0.7, 0.1, 0.6], [0.0, -0.1, 0.0], [0.0, 0.0, 0.0], [0.0, 0.0, 0.0], [0.0, 0.1, 0.1], [-0.2, 0.1, 0.0], [0.2, -0.2, -0.1], [0.0, 0.0, 0.0], [0.0, 0.0, 0.0], [0.0, 0.1, -0.1], [0.0, -0.1, 0.0], [0.0, 0.1, 0.0], [0.0, 0.0, 0.0], [0.0, 0.0, 0.0], [0.0, 0.0, 0.0], [0.0, -0.1, 0.0], [0.0, 0.0, 0.0], [0.0, 0.0, 0.0], [0.0, 0.0, 0.0], [0.0, 0.0, 0.0], [0.0, 0.0, 0.0], [0.0, 0.0, -0.1]], "mulliken_charge": [1.547, -0.016, -0.687, -1.470, -1.635, -1.654, -0.585, -0.535, -0.486, 0.366, 0.574, 0.173, 0.195, 0.347, 0.445, 0.308, 0.396, 0.293, 0.469, 0.435, 0.342, 0.340, 0.440, 0.395]}